i.
C3H6OS2 | ωB97M-V with the def2-TZVPD basis set

```
12
Properties=species:S:1:pos:R:3
C -2.88 -0.66 -0.03
C -0.30 -0.38 0.74
C 1.00 0.14 0.18
H -3.27 -0.61 0.98
H -3.60 -0.50 -0.85
H -2.47 -1.67 -0.17
H -0.22 -1.46 0.70
H -0.54 0.01 1.70
H 1.95 1.72 0.03
O 1.00 1.50 0.17
S -1.50 0.44 -0.33
S 2.33 -0.70 -0.24
```

For the HOMO energy, the calculation gives -8.853 eV. As for the SMILES: CSCC(O)=S.


ii.
C3H6OS2 | ωB97M-V with the def2-TZVPD basis set

```
12
Properties=species:S:1:pos:R:3
C -0.79 0.96 0.55
C 0.45 0.02 -1.50
C -0.08 1.03 -0.60
O -1.20 -0.20 1.17
S -0.22 -1.27 2.29
S 1.73 -1.47 2.08
H -1.16 1.89 1.02
H 0.06 0.05 -2.47
H 0.39 -1.02 -1.33
H 1.44 0.08 -1.81
H -0.04 2.12 -0.88
H -0.59 -2.19 1.49
```

For the HOMO energy, the calculation gives -8.776 eV.


iii.
C3H6OS2 | ωB97M-V with the def2-TZVPD basis set

```
12
Properties=species:S:1:pos:R:3
C 0.78 0.52 -0.68
C 0.45 -0.65 -1.62
O 0.87 -0.99 -2.72
C 0.26 0.18 0.70
S -0.26 1.82 1.44
S -2.14 -1.27 1.82
H 0.35 1.47 -1.08
H 1.85 0.68 -0.63
H -0.57 -1.04 -1.39
H 1.10 -0.23 1.28
H -0.48 -0.60 0.77
H -2.20 0.11 2.12
```

For the HOMO energy, the calculation gives -9.119 eV.


Most stable: i. Least stable: iii.


i.
C4H9N3O | ωB97M-V with the def2-TZVPD basis set

```
17
Properties=species:S:1:pos:R:3
C 0.61 -0.42 -0.10
C -0.53 -1.35 -0.37
C -1.80 -0.50 -0.16
C -1.30 0.78 0.57
H 3.65 -0.34 0.11
H 2.70 0.54 1.06
H -0.55 -2.16 0.37
H -0.47 -1.77 -1.38
H -2.58 -1.01 0.38
H -2.25 -0.26 -1.13
H -1.50 0.64 1.66
H -1.81 1.71 0.31
H 0.95 2.21 -0.66
N 2.77 0.17 0.11
N 1.83 -0.79 -0.18
N 0.13 0.85 0.28
O 0.14 1.71 -0.87
```

For the HOMO energy, the calculation gives -8.584 eV. As for the SMILES: N/N=C1/CCCN1O.


ii.
C4H9N3O | ωB97M-V with the def2-TZVPD basis set

```
17
Properties=species:S:1:pos:R:3
C 0.64 -1.32 0.86
C 0.10 -0.17 0.02
N 0.46 -0.22 -1.39
N 0.75 2.14 -0.21
C 0.37 1.16 0.58
H 1.10 -0.97 -1.62
H -0.36 -0.31 -1.98
H 0.86 3.08 0.12
H 0.94 1.88 -1.18
H 0.39 1.33 1.65
H 1.71 -1.46 0.72
H 0.45 -1.16 1.93
H 0.13 -2.25 0.58
N -2.32 -0.90 -0.40
C -1.57 -0.08 0.24
O -1.83 0.92 0.96
H -1.81 -1.65 -0.87
```

For the HOMO energy, the calculation gives -8.159 eV.


Most stable: ii. Least stable: i.


i.
C4H9N3O | ωB97M-V with the def2-TZVPD basis set

```
17
Properties=species:S:1:pos:R:3
C -1.06 0.67 -1.25
N 1.52 -0.78 0.46
N -0.02 0.68 -0.22
C 1.39 0.00 -0.59
C -0.24 -0.32 1.15
C -1.27 -1.17 1.14
O 0.05 0.43 2.25
N 2.02 0.32 -1.63
H 0.98 0.26 2.47
H 2.20 -1.53 0.47
H 0.11 1.63 0.14
H 1.53 1.00 -2.20
H -2.01 0.98 -0.82
H -1.15 -0.34 -1.64
H -0.79 1.35 -2.07
H -1.58 -1.69 0.25
H -1.69 -1.48 2.09
```

For the HOMO energy, the calculation gives -7.772 eV.


ii.
C4H9N3O | ωB97M-V with the def2-TZVPD basis set

```
17
Properties=species:S:1:pos:R:3
C -0.52 -1.08 -0.92
C -1.48 -0.38 -0.08
C 0.64 1.30 1.37
C 1.17 -0.71 -1.01
H -0.83 -0.81 -1.98
H -0.72 -2.09 -0.66
H -1.73 -0.70 0.97
H -2.36 -0.45 -0.65
H -2.24 1.46 0.42
H 1.01 1.40 2.37
H 2.46 0.09 1.07
H 1.72 -0.92 -1.95
H 1.43 -1.34 -0.07
N -1.24 1.14 -0.05
N -0.61 1.47 1.25
N 1.84 0.97 0.62
O 1.46 0.65 -0.71
```

For the HOMO energy, the calculation gives -8.903 eV. As for the SMILES: C1=N\NCCCON/1.


iii.
C4H9N3O | ωB97M-V with the def2-TZVPD basis set

```
17
Properties=species:S:1:pos:R:3
C 1.79 0.32 -0.80
C 1.34 -0.94 -0.75
C -1.95 0.63 1.75
N -1.46 0.41 0.41
N 2.19 -2.04 -0.63
O 0.95 1.41 -0.93
C -2.31 0.23 -0.60
N -3.20 0.13 -1.33
H 1.37 2.12 -1.42
H -0.63 0.93 0.15
H 2.84 0.57 -0.76
H 0.32 -1.22 -0.95
H 1.83 -2.79 -0.06
H 3.14 -1.80 -0.38
H -2.07 1.70 1.98
H -1.24 0.17 2.44
H -2.92 0.16 1.89
```

For the HOMO energy, the calculation gives -8.117 eV. As for the SMILES: N/C=C/O.CNC#N.


iv.
C4H9N3O | ωB97M-V with the def2-TZVPD basis set

```
17
Properties=species:S:1:pos:R:3
C 1.08 -1.05 -1.54
C -0.15 1.01 -0.66
C -0.29 0.27 1.45
N -0.95 -0.92 1.30
N 0.25 0.51 2.68
C -0.73 1.38 -1.80
O 0.98 -0.05 -0.57
N -0.44 1.28 0.62
H -1.12 -1.19 0.34
H -0.67 -1.69 1.90
H 0.05 -0.13 3.43
H 0.57 1.46 2.81
H 2.04 -1.56 -1.41
H 1.04 -0.65 -2.57
H 0.26 -1.79 -1.44
H -0.30 1.15 -2.76
H -1.63 1.98 -1.77
```

For the HOMO energy, the calculation gives -7.683 eV. As for the SMILES: C=C(N=C(N)N)OC.


Most stable: iv. Least stable: ii.


i.
C4H9N3O | ωB97M-V with the def2-TZVPD basis set

```
17
Properties=species:S:1:pos:R:3
C -1.32 1.64 1.77
C 1.90 -1.20 0.85
C 1.75 -0.89 -1.61
C -1.59 0.06 -0.78
N -0.49 0.84 1.18
N 2.09 -1.27 -0.30
N -0.46 0.08 0.16
O 1.83 -1.18 2.02
H -0.98 2.18 2.60
H -2.32 1.85 1.42
H 1.55 0.13 -1.78
H 2.43 -1.32 -2.39
H 0.74 -1.46 -1.90
H -2.25 0.84 -0.90
H -1.00 -0.26 -1.60
H -2.26 -0.74 -0.45
H 0.39 0.72 1.70
```

For the HOMO energy, the calculation gives -7.761 eV.


ii.
C4H9N3O | ωB97M-V with the def2-TZVPD basis set

```
17
Properties=species:S:1:pos:R:3
C 0.75 0.78 0.10
C -0.78 0.77 0.19
C -1.16 -0.55 0.84
N -1.96 -1.35 0.08
N 1.21 1.89 -0.69
C 1.14 -0.63 -0.48
N 1.64 -1.61 0.11
O -0.86 -0.83 1.99
H 1.18 0.86 1.09
H -2.33 -1.06 -0.81
H -2.21 -2.26 0.47
H 2.22 1.85 -0.82
H 0.76 1.90 -1.61
H 1.65 -1.52 1.13
H -1.20 0.82 -0.83
H -1.12 1.61 0.80
H 1.06 -0.68 -1.57
```

For the HOMO energy, the calculation gives -9.158 eV. As for the SMILES: [H]/N=C\[C@@H](N)CC(N)=O.


iii.
C4H9N3O | ωB97M-V with the def2-TZVPD basis set

```
17
Properties=species:S:1:pos:R:3
C -2.89 -1.87 0.56
C -2.10 -0.72 0.15
C -1.60 0.33 -0.19
N 3.27 -0.22 -1.17
N -1.17 1.47 -0.75
C 1.97 0.64 0.55
O 2.05 0.40 -0.78
N 1.18 1.49 1.04
H 3.63 0.33 -1.95
H 3.02 -1.14 -1.53
H -1.82 2.24 -0.72
H -0.26 1.76 -0.38
H 1.26 1.63 2.04
H 2.79 0.14 1.11
H -3.35 -2.35 -0.30
H -2.27 -2.58 1.10
H -3.69 -1.55 1.23
```

For the HOMO energy, the calculation gives -7.683 eV. As for the SMILES: [H]/N=C/ON.CC#CN.


iv.
C4H9N3O | ωB97M-V with the def2-TZVPD basis set

```
17
Properties=species:S:1:pos:R:3
C -2.25 0.59 -0.41
C -2.17 -0.72 0.35
C -0.74 0.80 -0.57
C -0.79 -1.15 0.46
N 4.83 0.25 -0.01
N 0.04 -0.36 -0.04
N 3.76 0.10 -0.48
O 2.77 -0.12 0.49
H -2.77 0.55 -1.27
H -2.73 1.32 0.25
H -2.69 -0.88 1.29
H -2.78 -1.48 -0.30
H -0.53 0.94 -1.64
H -0.44 1.83 -0.18
H -0.40 -2.02 0.94
H 1.85 -0.08 0.18
H 5.05 0.41 0.93
```

For the HOMO energy, the calculation gives -9.181 eV. As for the SMILES: [H]/N=N\O.C1=NCCC1.


Most stable: ii. Least stable: iii.